# C3H9NO2S

One molecule with the formula C3H9NO2S in a non-equilibrium geometry (ωB97M-V/def2-TZVPD, the OMol25 dataset).

Positions of all 16 atoms, in Å:
C1 0.03 1.47 -0.68
C2 1.22 -0.45 0.45
C3 -0.03 -0.06 -0.26
N1 -1.37 -1.37 1.48
O1 2.27 0.14 -0.21
O2 -1.26 -0.15 0.61
S1 -0.26 -1.13 -1.78
H1 0.68 1.86 0.07
H2 0.65 1.54 -1.51
H3 -0.81 2.07 -0.70
H4 1.28 -1.55 0.51
H5 1.10 -0.20 1.54
H6 -1.70 -1.11 2.33
H7 -2.07 -1.91 1.07
H8 3.05 -0.34 -0.15
H9 -0.07 -0.31 -2.76

Output
energy relative to the best compared isomer or geometry (same formula, charge and spin): 412.20 kJ/mol
highest occupied orbital energy: -9.055 eV
orbital gap: 0.3611 hartree
structure (SMILES): C[C@@](S)(CO)ON